[1]
Formula: C6H4N2O5STl
Source: the OMol25 dataset
Level of theory: ωB97M-V/def2-TZVPD

Properties
E_tot in hartree: -1285.70467
HOMO-LUMO gap in eV: 7.77
HOMO energy in eV: -21.1007
ΔE to the lowest compared entry with this formula, charge and spin in kcal/mol: 247.2
Net charge: +3
Multiplicity: 1
LUMO in eV: -13.3

Last column: Mulliken charge in e.
Cartesian coordinates (Å):
O1 0.00010 0.00000 -3.07336  0.021
C1 0.00010 0.00001 -1.95237  -0.101
Tl1 -0.00001 0.00000 -0.09177  3.488
O2 1.89484 -2.41856 0.00255  0.000
C2 1.20397 -1.53664 -0.00536  -0.146
C3 -1.20402 1.53670 -0.00536  -0.146
O3 -1.89489 2.41849 0.00234  0.000
C4 -1.53682 -1.20403 -0.00552  -0.158
O4 -2.41842 -1.89480 0.00232  0.005
C5 1.53674 1.20398 -0.00523  -0.158
O5 2.41841 1.89487 0.00262  0.005
N1 0.00000 1.19868 4.32344  -0.368
C6 0.00000 0.00000 3.65573  0.605
N2 0.00000 -1.19868 4.32344  -0.368
S1 -0.00001 -0.00001 2.14222  -0.602
H1 0.00000 1.23689 5.34497  0.254
H2 -0.00001 2.11528 3.82368  0.209
H3 0.00011 -2.11536 3.82379  0.209
H4 0.00000 -1.23661 5.34497  0.254

[2]
Formula: C6H4N4
Source: the OMol25 dataset
Level of theory: ωB97M-V/def2-TZVPD

Properties
E_tot in hartree: -449.88926
HOMO-LUMO gap in eV: 10.69
HOMO energy in eV: -11.2599
ΔE to the lowest compared entry with this formula, charge and spin in kcal/mol: 87.2
SMILES string: [H]/N=C(/CC#N)C(C#N)C#N
Multiplicity: 1
LUMO in eV: -0.6

Last column: natural (NBO) charge in e.
Cartesian coordinates (Å):
H1 -0.20502 -1.90015 -1.91414  0.347
N1 0.06879 -1.00877 -1.86029  -0.530
C1 0.18122 -0.41726 -0.72734  0.315
C2 0.58316 0.90132 -0.59190  -0.534
C3 -0.54691 1.97403 -0.92239  0.269
N2 -1.10981 3.00816 -1.04234  -0.284
C4 -0.38023 -1.01411 0.61854  -0.428
C5 0.87034 -1.27120 1.21586  0.239
N3 2.10833 -1.25701 1.37577  -0.243
C6 -1.10872 0.07212 1.63628  0.244
N4 -1.80020 0.80298 2.21134  -0.249
H2 1.41547 1.22029 -1.17916  0.290
H3 0.77828 0.86425 0.62764  0.271
H4 -0.85469 -1.97466 0.55214  0.294

[3]
Formula: C6H4N4S3
Source: the OMol25 dataset
Level of theory: ωB97M-V/def2-TZVPD

Properties
E_tot in hartree: -1644.44125
HOMO-LUMO gap in eV: 8.55
HOMO energy in eV: -9.3994
ΔE to the lowest compared entry with this formula, charge and spin in kcal/mol: 85.3
SMILES string: N#CCSc1nnc(SCC#N)s1
Multiplicity: 1
LUMO in eV: -0.9

Last column: natural (NBO) charge in e.
Cartesian coordinates (Å):
N1 -0.50083 -5.96090 1.43760  -0.303
C1 -0.74306 -4.69587 1.14096  0.258
C2 -0.74943 -3.08544 1.03470  -0.656
S1 -1.87662 -2.23015 -0.08356  0.391
C3 -1.10616 -0.69030 0.13191  -0.190
N2 -0.28894 -0.45553 1.27289  -0.307
N3 0.17829 0.81316 1.43404  -0.210
C4 -0.15052 1.55421 0.36371  -0.115
S2 0.17374 3.33551 0.18399  0.329
C5 0.78268 3.51992 -1.50952  -0.630
C6 2.08194 2.62647 -1.80435  0.245
N4 3.10563 2.08380 -1.67876  -0.298
S3 -1.35011 0.79897 -0.84265  0.366
H1 -1.05496 -2.87272 2.12116  0.284
H2 0.34785 -2.67380 0.81668  0.310
H3 1.01926 4.60672 -1.68398  0.281
H4 0.13126 3.32595 -2.33483  0.246

[4]
Formula: C6H4NOPS
Source: the OMol25 dataset
Level of theory: ωB97M-V/def2-TZVPD

Properties
E_tot in hartree: -1100.40838
HOMO-LUMO gap (alpha / beta) in eV: 6.33 / 6.27
HOMO energy (alpha / beta) in eV: -7.4613 / -7.4808
ΔE to the lowest compared entry with this formula, charge and spin in kcal/mol: 31.2
Multiplicity: 1
LUMO (alpha / beta) in eV: -1.1 / -1.2

Last column: natural (NBO) charge in e.
Cartesian coordinates (Å):
C1 -0.45181 -1.71567 1.05071  -0.189
C2 -0.51672 -0.56911 1.84672  -0.226
C3 -0.14551 -1.62149 -0.27849  -0.209
C4 -0.24185 0.65538 1.28670  -0.203
C5 0.16534 -0.37874 -0.89009  -0.464
C6 0.11971 0.76045 -0.05714  -0.238
N1 0.68127 2.17695 -2.18388  -0.130
O1 1.06127 3.00964 -2.98925  -0.310
P1 0.60637 -0.41824 -2.57972  0.473
S1 0.56017 2.38110 -0.57173  0.619
H1 -0.63780 -2.68544 1.49167  0.220
H2 -0.78249 -0.64531 2.88877  0.221
H3 -0.11918 -2.50562 -0.89660  0.216
H4 -0.29876 1.55609 1.88233  0.221

[5]
Formula: C6H4O
Source: the OMol25 dataset
Level of theory: ωB97M-V/def2-TZVPD

Properties
E_tot in hartree: -306.11353
HOMO-LUMO gap in eV: 9.93
HOMO energy in eV: -9.5974
ΔE to the lowest compared entry with this formula, charge and spin in kcal/mol: 61.5
Multiplicity: 1
LUMO in eV: 0.3

Last column: Mulliken charge in e.
Cartesian coordinates (Å):
C1 -1.09916 -0.99340 -2.84412  -0.902
C2 -0.78189 -0.57279 -1.69967  0.314
C3 -0.36092 -0.13380 -0.42383  0.345
C4 0.18540 -0.81472 0.62449  -0.357
C5 0.54597 0.16353 1.59053  -0.370
C6 0.19308 1.36267 1.04855  -0.311
O1 -0.35464 1.20836 -0.16646  -0.269
H1 0.07375 -0.71329 -2.74470  0.257
H2 0.32039 -1.88708 0.66660  0.461
H3 1.00797 -0.00189 2.55252  0.397
H4 0.27005 2.38240 1.39609  0.435

[6]
Formula: C6H4O
Source: the OMol25 dataset
Level of theory: ωB97M-V/def2-TZVPD

Properties
E_tot in hartree: -306.14875
HOMO-LUMO gap in eV: 9.38
HOMO energy in eV: -8.4454
ΔE to the lowest compared entry with this formula, charge and spin in kcal/mol: 39.4
SMILES string: C#Cc1ccco1
Multiplicity: 1
LUMO in eV: 0.9

Last column: natural (NBO) charge in e.
Cartesian coordinates (Å):
C1 2.87081 -0.34069 0.08565  -0.154
C2 1.88178 0.35462 0.02545  -0.076
C3 0.47845 0.44515 -0.14996  0.173
C4 -0.62676 1.20023 0.11182  -0.247
C5 -1.71831 0.28524 0.13006  -0.335
C6 -1.27866 -0.94080 -0.22444  0.133
O1 0.03224 -0.91913 -0.47471  -0.408
H1 3.70914 -1.00279 0.05072  0.238
H2 -0.78464 2.27150 0.22969  0.244
H3 -2.70554 0.50489 0.47672  0.225
H4 -1.85851 -1.85821 -0.26100  0.207

Look up the multiplicity of the sixth one.
1

The lowest E_tot belongs to which entry?
C6H4N4S3

The highest E_tot belongs to which entry?
number 5

ΔE to the lowest compared entry with this formula, charge and spin of number 5 (C6H4O)?
61.5 kcal/mol